# 1
Formula: C2H8N3O
Source: the Open Molecules 2025 dataset
Level of theory: ωB97M-V with the def2-TZVPD basis set

CARTESIAN COORDINATES (ANGSTROEM)
C 1.322 -0.812 0.630
C 0.010 -0.208 0.114
N -0.626 -0.719 -0.915
O -0.122 -1.996 -1.115
N -0.275 1.053 0.404
N -1.344 1.585 -0.303
H 1.944 -0.621 -0.274
H 1.114 -1.780 1.128
H 1.848 -0.143 1.360
H -1.290 -0.354 -1.537
H 0.022 -2.169 -2.037
H 0.118 1.653 1.121
H -1.141 2.398 -0.900
H -2.078 1.955 0.386

Values from the calculation:
- energy above the lowest of the compared OMol25 structures with the same formula, charge and spin (kcal/mol) = 100.2
- HOMO-LUMO gap (Ha) = 0.4118
- spin multiplicity = 1
- net charge = +1
- HOMO level (eV) = -14.66
- SMILES string = C/C(NO)=[NH+]/N
- LUMO level (eV) = -3.453
- E_tot (eV) = -8712.129

Results of the Mulliken charge analysis, in e, for atoms 1 through 4: number 1, C, carries -0.929; number 2, C, carries 0.633; number 3, N, carries -0.070; number 4, O, carries -0.374

# 2
Formula: C2H8N3O
Source: the Open Molecules 2025 dataset
Level of theory: ωB97M-V with the def2-TZVPD basis set

CARTESIAN COORDINATES (ANGSTROEM)
C 4.508 -0.836 -0.543
C 1.874 1.673 0.657
N 1.741 0.516 0.231
N 2.303 2.763 0.792
N -7.554 -1.082 -0.072
O 3.410 -1.293 -0.343
H 5.401 -1.335 -0.832
H 4.787 0.294 -0.369
H -7.647 -0.550 -0.989
H 0.782 0.094 0.093
H 2.400 3.201 1.704
H 2.561 -0.276 -0.129
H -8.047 -1.965 -0.196
H -6.522 -1.203 -0.006

Values from the calculation:
- energy above the lowest of the compared OMol25 structures with the same formula, charge and spin (kcal/mol) = 95.5
- HOMO-LUMO gap (Ha) = 0.2562
- spin multiplicity = 1
- net charge = +1
- HOMO level (eV) = -11.53
- LUMO level (eV) = -4.562
- E_tot (eV) = -8712.336

Results of the Mulliken charge analysis, in e, for atoms 1 through 4: number 1, C, carries 0.040; number 2, C, carries 0.464; number 3, N, carries -0.337; number 4, N, carries -0.242

# 3
Formula: C2H8N3O2
Source: the Open Molecules 2025 dataset
Level of theory: ωB97M-V with the def2-TZVPD basis set

CARTESIAN COORDINATES (ANGSTROEM)
C -1.849 0.781 -0.017
N -0.415 0.563 -0.085
O 0.199 1.776 -0.025
C 0.252 -0.602 -0.092
N -0.352 -1.759 -0.281
N 1.628 -0.642 -0.007
O 2.442 0.442 -0.260
H -2.058 1.122 1.013
H -1.987 1.629 -0.653
H -2.490 0.015 -0.259
H 0.273 2.207 0.927
H -1.078 -2.069 0.258
H 0.317 -2.346 -0.696
H 2.020 -1.530 -0.291
H 3.097 0.411 0.468

Values from the calculation:
- energy above the lowest of the compared OMol25 structures with the same formula, charge and spin (kcal/mol) = 116.3
- HOMO-LUMO gap (Ha) = 0.4080
- spin multiplicity = 1
- net charge = +1
- HOMO level (eV) = -14.41
- SMILES string = CN(O)/C(N)=[NH+]\O
- LUMO level (eV) = -3.311
- E_tot (eV) = -10758.619

Results of the Mulliken charge analysis, in e, for atoms 1 through 4: number 1, C, carries -0.966; number 2, N, carries 0.155; number 3, O, carries -0.431; number 4, C, carries 0.547